Record 1
{"formula": "CH5FN2P", "method": "ωB97M-V with the def2-TZVPD basis set", "orbital_gap_ha": 0.39139, "smiles": "NC(=[NH2+])PF", "charge": 1, "homo_ha": -0.564, "de_lowest_ev": 0.000, "e_lumo_ev": -4.7, "elements": ["C", "N", "N", "F", "P", "H", "H", "H", "H", "H"], "xyz": [[0.084, 0.194, 0.037], [-0.957, 0.880, 0.488], [1.140, -0.082, 0.789], [0.761, -1.713, -1.582], [-0.073, -0.302, -1.717], [-1.182, 1.066, 1.442], [-1.751, 1.159, -0.167], [1.466, 0.284, 1.746], [1.820, -0.654, 0.377], [-1.307, -0.833, -1.414]]}

***

Record 2
{"formula": "C4H9NO2", "method": "ωB97M-V with the def2-TZVPD basis set", "orbital_gap_ha": 0.39097, "smiles": "CCN=C=O.CO", "homo_ha": -0.365, "de_lowest_ev": 1.987, "e_lumo_ev": 0.7, "elements": ["C", "C", "N", "C", "O", "O", "C", "H", "H", "H", "H", "H", "H", "H", "H", "H"], "xyz": [[-1.654, 0.888, 0.674], [-1.767, -0.536, 0.175], [-0.462, -1.137, -0.016], [0.297, -1.465, 0.870], [1.002, -1.882, 1.706], [1.090, 0.381, -1.579], [2.348, 0.452, -0.894], [-1.078, 1.468, -0.043], [-2.653, 1.304, 0.755], [-1.174, 0.979, 1.659], [-2.323, -1.143, 0.883], [-2.248, -0.629, -0.800], [0.350, -0.225, -1.308], [3.153, -0.202, -1.277], [2.791, 1.462, -0.991], [2.330, 0.283, 0.189]]}

***

Record 3
{"formula": "C18H19CoN3O", "method": "ωB97M-V with the def2-TZVPD basis set", "orbital_gap_ha": [0.28811, 0.28517], "multiplicity": 2, "homo_ha": [-0.268, -0.266], "de_lowest_ev": 0.218, "s_squared": 0.761, "e_lumo_ev": [0.5, 0.5], "elements": ["Co", "C", "N", "C", "C", "C", "C", "C", "C", "C", "C", "H", "H", "H", "H", "H", "H", "H", "H", "H", "H", "H", "H", "O", "C", "C", "C", "C", "C", "C", "C", "N", "C", "C", "N", "H", "H", "H", "H", "H", "H", "H"], "xyz": [[0.120, -0.387, 0.013], [0.927, -2.408, -1.855], [0.077, -2.363, -0.655], [-1.308, -2.747, -0.967], [0.626, -3.294, 0.376], [1.077, -2.538, 1.587], [1.687, -3.190, 2.658], [2.093, -2.461, 3.761], [1.866, -1.086, 3.796], [1.241, -0.457, 2.728], [0.838, -1.171, 1.594], [0.861, -3.385, -2.349], [1.960, -2.225, -1.564], [0.635, -1.636, -2.561], [-1.345, -3.722, -1.467], [-1.777, -2.006, -1.607], [-1.879, -2.798, -0.042], [1.451, -3.869, -0.053], [-0.146, -4.018, 0.651], [1.839, -4.264, 2.629], [2.584, -2.957, 4.589], [2.180, -0.509, 4.658], [1.063, 0.610, 2.770], [0.434, 1.333, 0.662], [-0.054, 2.516, 0.482], [0.125, 3.505, 1.478], [-0.327, 4.789, 1.298], [-0.972, 5.162, 0.112], [-1.166, 4.212, -0.863], [-0.740, 2.886, -0.694], [-0.993, 1.885, -1.718], [-0.748, 0.575, -1.690], [-1.210, 0.075, -2.898], [-1.729, 1.069, -3.652], [-1.586, 2.205, -2.897], [0.650, 3.213, 2.378], [-0.179, 5.523, 2.081], [-1.313, 6.177, -0.037], [-1.660, 4.522, -1.778], [-1.137, -0.961, -3.169], [-2.177, 1.067, -4.629], [-1.885, 3.126, -3.156]]}

***

Record 4
{"formula": "C3H13NO3", "method": "ωB97M-V with the def2-TZVPD basis set", "orbital_gap_ha": 0.31395, "smiles": "C/C=C/N.O.O.O", "homo_ha": -0.289, "de_lowest_ev": 2.676, "e_lumo_ev": 0.7, "elements": ["C", "C", "C", "N", "H", "H", "H", "H", "H", "H", "H", "H", "H", "O", "H", "H", "O", "H", "H", "O"], "xyz": [[0.144, -1.484, 1.758], [0.653, -0.613, 0.646], [1.079, -0.976, -0.603], [2.177, -0.487, -1.292], [-0.804, -2.007, 1.610], [-0.268, -1.070, 2.762], [0.842, -2.226, 2.264], [0.949, 0.503, 0.929], [0.624, -1.817, -1.206], [2.762, -1.106, -1.893], [2.763, 0.096, -0.687], [-1.003, 2.372, 1.716], [-1.445, 1.779, 3.109], [-0.753, 1.959, 2.501], [-0.682, -0.602, -3.068], [-1.602, -1.681, -2.928], [-1.536, -0.788, -3.244], [-1.019, 1.951, -0.703], [-1.571, 3.302, -1.250], [-1.310, 2.895, -0.422]]}

***

Record 5
{"formula": "C4H6N2O", "method": "ωB97M-V with the def2-TZVPD basis set", "orbital_gap_ha": 0.30205, "smiles": "CC(=C=CN)N=O", "homo_ha": -0.313, "de_lowest_ev": 4.748, "e_lumo_ev": -0.3, "elements": ["C", "C", "N", "O", "C", "N", "C", "H", "H", "H", "H", "H", "H"], "xyz": [[-2.348, -0.087, 0.013], [-0.866, 0.034, -0.190], [-0.479, -0.155, -1.601], [0.694, -0.031, -1.848], [1.420, 0.528, 0.523], [2.449, -0.332, 0.812], [0.108, 0.301, 0.662], [-2.784, -0.688, -0.792], [-2.580, -0.551, 0.974], [-2.833, 0.897, -0.013], [3.320, -0.126, 0.344], [2.213, -1.315, 0.790], [1.727, 1.549, 0.297]]}

***

Record 6
{"formula": "H16O8", "method": "ωB97M-V with the def2-TZVPD basis set", "orbital_gap_ha": 0.30351, "homo_ha": -0.352, "de_lowest_ev": 9.262, "e_lumo_ev": -1.3, "elements": ["O", "H", "H", "O", "H", "H", "O", "H", "H", "O", "H", "H", "O", "H", "H", "O", "H", "H", "O", "H", "H", "O", "H", "H"], "xyz": [[-1.099, -1.493, 1.623], [-0.376, -2.119, 1.623], [-0.857, -0.847, 0.959], [-1.474, 0.734, 1.730], [-1.565, 1.184, 0.890], [-1.108, 1.394, 2.318], [1.527, 0.133, 0.911], [1.022, 0.332, 1.700], [1.810, 0.988, 0.586], [-0.596, 1.692, -0.487], [-1.015, 2.543, -0.357], [0.335, 1.857, -0.336], [-0.142, -0.451, -0.267], [-0.431, 0.410, -0.568], [0.763, -0.315, 0.015], [3.021, -0.207, -0.543], [3.217, -0.291, -1.477], [2.685, 0.685, -0.448], [-2.067, 0.442, -1.616], [-2.074, -0.429, -1.218], [-1.559, 0.979, -1.008], [-0.188, -2.367, -1.686], [-0.077, -1.708, -1.000], [0.249, -3.146, -1.343]]}

***

Record 7
{"formula": "C3H6S3", "method": "ωB97M-V with the def2-TZVPD basis set", "orbital_gap_ha": 0.28186, "homo_ha": -0.285, "de_lowest_ev": 3.990, "e_lumo_ev": -0.1, "elements": ["C", "C", "C", "S", "S", "S", "H", "H", "H", "H", "H", "H"], "xyz": [[-1.112, 0.046, 0.094], [2.454, 0.734, -0.698], [-2.230, 0.462, -0.463], [3.348, -0.686, -0.430], [0.558, 0.913, -0.094], [-3.699, -0.499, -0.525], [-1.007, -0.943, 0.518], [2.363, 0.892, -1.771], [-2.357, 1.435, -0.901], [3.477, -0.530, 0.900], [0.905, 0.552, 1.142], [-3.150, -1.649, -0.121]]}

***

Record 8
{"formula": "H3N5", "method": "ωB97M-V with the def2-TZVPD basis set", "orbital_gap_ha": [0.31622, 0.31627], "homo_ha": [-0.330, -0.330], "de_lowest_ev": 0.000, "e_lumo_ev": [-0.4, -0.4], "elements": ["N", "N", "N", "N", "N", "H", "H", "H"], "xyz": [[-0.952, 0.899, -0.127], [0.041, 0.785, -0.941], [-1.303, -0.053, 0.627], [0.998, -0.073, -0.667], [1.138, -0.911, 0.261], [-2.047, 0.265, 1.254], [1.854, 0.126, -1.204], [0.271, -1.038, 0.797]]}

***

Record 9
{"formula": "C6H13NO", "method": "ωB97M-V with the def2-TZVPD basis set", "orbital_gap_ha": [0.26202, 0.28371], "homo_ha": [-0.237, -0.259], "de_lowest_ev": 6.972, "e_lumo_ev": [0.7, 0.7], "elements": ["C", "C", "C", "C", "C", "N", "C", "O", "H", "H", "H", "H", "H", "H", "H", "H", "H", "H", "H", "H", "H"], "xyz": [[-0.242, 0.194, 0.403], [1.913, -0.394, 0.269], [-0.203, 1.701, 0.476], [-0.596, -0.538, 1.671], [-0.249, -0.440, -0.794], [-2.402, 0.109, -0.542], [0.016, -1.039, -1.918], [2.715, -0.184, -0.843], [2.727, 0.757, -1.057], [-2.532, 0.453, -1.496], [-2.751, -0.852, -0.542], [2.148, 0.262, 1.107], [1.906, -1.447, 0.532], [0.141, -0.317, 2.449], [-1.205, 2.052, 0.723], [0.485, 2.023, 1.262], [0.094, 2.144, -0.474], [-1.576, -0.193, 2.003], [-0.637, -1.615, 1.520], [-0.778, -1.319, -2.600], [1.028, -1.357, -2.149]]}

***

Record 10
{"formula": "C6F18InN3O12S6", "method": "ωB97M-V with the def2-TZVPD basis set", "orbital_gap_ha": [0.33877, 0.14284], "multiplicity": 2, "charge": -1, "homo_ha": [-0.280, -0.278], "de_lowest_ev": 0.000, "s_squared": 0.761, "e_lumo_ev": [1.6, -3.7], "elements": ["In", "C", "F", "F", "F", "S", "O", "O", "N", "S", "O", "O", "C", "F", "F", "F", "C", "F", "F", "F", "S", "O", "O", "N", "S", "O", "O", "C", "F", "F", "F", "C", "F", "F", "F", "S", "O", "O", "N", "S", "O", "O", "C", "F", "F", "F"], "xyz": [[-1.199, -1.266, -0.680], [2.733, 1.325, 0.972], [3.718, 0.742, 1.699], [2.728, 2.663, 1.236], [3.091, 1.057, -0.298], [0.982, 0.658, 1.520], [0.784, 1.091, 2.918], [0.033, 1.192, 0.512], [1.023, -1.044, 1.131], [1.772, -1.808, 2.319], [2.411, -0.965, 3.334], [0.962, -2.898, 2.824], [3.212, -2.742, 1.424], [2.645, -3.538, 0.588], [4.057, -1.817, 0.847], [3.777, -3.391, 2.388], [-2.926, 2.849, 1.747], [-3.815, 3.854, 1.801], [-1.941, 3.233, 1.034], [-2.470, 2.567, 2.913], [-3.656, 1.334, 0.860], [-5.118, 1.414, 1.059], [-3.244, 1.439, -0.544], [-2.766, -0.059, 1.428], [-3.579, -0.481, 2.723], [-4.195, 0.575, 3.472], [-4.463, -1.576, 2.266], [-2.293, -1.310, 3.890], [-1.630, -2.287, 3.273], [-1.510, -0.264, 4.347], [-2.932, -1.839, 4.933], [2.212, -1.531, -4.678], [1.188, -1.077, -5.372], [2.140, -2.819, -4.594], [3.285, -1.104, -5.239], [2.171, -0.763, -2.925], [2.301, -2.005, -2.103], [3.288, 0.180, -2.681], [0.537, -0.142, -2.731], [0.553, 1.275, -3.386], [0.479, 2.352, -2.402], [1.559, 1.565, -4.444], [-1.156, 1.333, -4.247], [-1.192, 0.700, -5.354], [-2.064, 0.763, -3.457], [-1.489, 2.566, -4.326]]}

***

Record 11
{"formula": "C32H18Cl5N5O7Pt", "method": "ωB97M-V with the def2-TZVPD basis set", "orbital_gap_ha": [0.28828, 0.17619], "multiplicity": 5, "charge": 2, "homo_ha": [-0.501, -0.500], "de_lowest_ev": 0.000, "s_squared": 6.028, "e_lumo_ev": [-5.8, -8.8], "elements": ["Pt", "Cl", "C", "C", "C", "Cl", "C", "Cl", "C", "Cl", "C", "Cl", "O", "N", "O", "C", "C", "C", "C", "C", "C", "N", "C", "C", "N", "C", "C", "C", "C", "H", "H", "H", "H", "H", "H", "H", "O", "C", "O", "C", "C", "C", "C", "O", "C", "O", "C", "C", "H", "H", "H", "H", "H", "N", "C", "O", "C", "C", "C", "C", "N", "C", "H", "H", "H", "H", "H", "H"], "xyz": [[0.959, -0.452, 0.285], [2.333, -0.507, 3.539], [3.434, -0.460, 2.207], [2.960, -0.472, 0.890], [3.917, -0.409, -0.135], [3.404, -0.437, -1.791], [5.275, -0.338, 0.123], [6.403, -0.265, -1.162], [5.713, -0.328, 1.447], [7.377, -0.238, 1.787], [4.790, -0.391, 2.493], [5.340, -0.374, 4.111], [-2.603, -1.320, 7.123], [-2.501, -1.950, 6.096], [-2.915, -3.079, 5.911], [-1.832, -1.281, 4.950], [-1.904, 0.057, 4.920], [-1.328, 0.790, 3.833], [-1.319, 2.194, 3.786], [-0.718, 2.830, 2.731], [-0.149, 2.061, 1.716], [-0.163, 0.738, 1.745], [-0.722, 0.092, 2.792], [-0.625, -1.339, 2.848], [0.047, -1.941, 1.845], [0.239, -3.243, 1.884], [-0.239, -4.031, 2.933], [-0.940, -3.442, 3.951], [-1.159, -2.048, 3.928], [-2.400, 0.582, 5.725], [-1.770, 2.759, 4.594], [-0.672, 3.909, 2.673], [0.339, 2.520, 0.868], [0.791, -3.683, 1.062], [-0.053, -5.096, 2.930], [-1.321, -4.036, 4.766], [-0.968, 0.691, -1.365], [-0.014, 1.448, -1.601], [1.136, 1.397, -1.064], [-0.189, 2.534, -2.646], [0.965, 3.301, -3.047], [0.913, 4.279, -4.005], [-0.343, 4.491, -4.556], [-0.696, 5.351, -5.478], [-2.108, 5.216, -5.698], [-2.538, 4.165, -4.818], [-1.494, 3.746, -4.146], [-1.430, 2.747, -3.184], [1.905, 3.075, -2.558], [1.777, 4.850, -4.315], [-2.298, 4.937, -6.727], [-2.610, 6.141, -5.437], [-2.296, 2.175, -2.878], [-3.475, -1.214, -2.536], [-2.959, -2.443, -2.832], [-3.576, -3.330, -3.372], [-1.512, -2.635, -2.449], [-0.681, -3.418, -3.236], [0.645, -3.580, -2.871], [1.120, -2.918, -1.754], [0.314, -2.169, -0.991], [-0.987, -2.063, -1.311], [-4.443, -1.045, -2.751], [-2.912, -0.477, -2.149], [-1.089, -3.900, -4.117], [1.313, -4.211, -3.441], [2.152, -2.995, -1.450], [-1.614, -1.520, -0.619]]}

***

Record 12
{"formula": "CH4O4Si", "method": "ωB97M-V with the def2-TZVPD basis set", "orbital_gap_ha": 0.34561, "homo_ha": -0.326, "de_lowest_ev": 7.647, "e_lumo_ev": 0.5, "elements": ["C", "O", "O", "O", "O", "Si", "H", "H", "H", "H"], "xyz": [[-0.593, 0.775, 1.347], [0.953, 0.193, 2.051], [0.587, 1.371, 1.461], [-1.478, 0.652, 2.294], [-0.854, 0.184, 0.241], [0.262, -0.531, -0.783], [-1.203, 1.066, 3.112], [1.574, -0.586, -0.143], [-0.042, 0.109, -2.020], [-0.501, -1.743, -0.995]]}

***

| no. | total energy (Ha) |
| --- | --- |
| 1 | -591.59382 |
| 2 | -363.01253 |
| 3 | -2319.58235 |
| 4 | -402.48208 |
| 5 | -340.62044 |
| 6 | -611.24225 |
| 7 | -1312.31348 |
| 8 | -275.42426 |
| 9 | -366.17767 |
| 10 | -5672.47827 |
| 11 | -4450.29127 |
| 12 | -630.80327 |